(1)
Computed, not measured: a molecular structure, C26H15Cl2N8O11Tl in a non-equilibrium geometry, with ωB97M-V with the def2-TZVPD basis set.

```
63
C26H15Cl2N8O11Tl (ωB97M-V with the def2-TZVPD basis set)
Tl -0.2006 -0.0685 0.0663
Cl -7.0371 -1.1846 -1.3097
C -5.5733 -0.3922 -0.7838
C -4.3607 -0.8316 -1.2995
C -3.1682 -0.2211 -0.9211
N -1.9141 -0.5701 -1.3846
C -1.6578 -1.2068 -2.5223
O -2.4426 -1.7511 -3.3086
C -0.1869 -1.1360 -2.9191
C 0.3015 -1.9827 -3.9006
C 1.6246 -1.8608 -4.2829
C 2.4061 -0.8661 -3.7101
C 1.8373 -0.0564 -2.7439
N 0.5711 -0.2010 -2.3435
C -3.2009 0.8599 0.0093
C -4.4285 1.2800 0.5124
C -5.6076 0.6578 0.1185
Cl -7.1162 1.2415 0.7753
N -1.9685 1.4033 0.3566
C -1.7829 2.6466 0.7834
O -2.6168 3.5416 0.9791
C -0.3151 2.9835 1.0200
C -0.0024 4.0959 1.7834
C 1.3296 4.4077 2.0005
C 2.3077 3.6132 1.4252
C 1.9164 2.5240 0.6673
N 0.6318 2.2159 0.4711
H -4.3333 -1.6384 -2.0162
H -0.3661 -2.7208 -4.3212
H 2.0493 -2.5346 -5.0180
H 3.4437 -0.7278 -3.9872
H 2.4194 0.7078 -2.2468
H -4.4596 2.1123 1.1981
H -0.8148 4.6788 2.1939
H 1.5986 5.2569 2.6167
H 3.3625 3.8132 1.5665
H 2.6419 1.8629 0.2153
O 0.7743 -4.1200 0.8632
C 1.1038 -3.0737 0.2986
O 0.2976 -2.2855 -0.3108
C 2.5768 -2.7091 0.2650
C 3.4623 -3.7358 0.3937
C 4.8496 -3.5220 0.3511
C 5.3448 -2.2504 0.1751
C 4.4764 -1.1928 0.0177
C 3.0268 -1.3365 0.0920
O 2.2593 -0.3515 0.0437
N 5.1073 0.0945 -0.2346
O 4.4793 0.9707 -0.8146
O 6.2293 0.2950 0.2241
N 5.7653 -4.6303 0.4647
O 5.3042 -5.7610 0.5470
O 6.9735 -4.4081 0.4622
H 3.0738 -4.7341 0.5356
H 6.4075 -2.0845 0.1304
N -1.6387 -1.5872 1.5383
N -1.4010 -1.2800 2.8763
C -0.2759 -0.4952 3.2190
O -0.0130 -0.4298 4.4222
O 0.3511 0.0893 2.2614
H -2.6201 -1.4883 1.3210
H -1.2933 -2.4972 1.2516
H -1.5998 -1.9932 3.5542
```

Output
orbital gap = 7.07 eV
total charge = -2


(2)
Computed, not measured: C26H15N3S2 in the gas phase in a non-equilibrium geometry, with ωB97M-V with the def2-TZVPD basis set.

```
46
C26H15N3S2 (ωB97M-V with the def2-TZVPD basis set)
N -0.3900 -1.0831 -6.7326
C -0.3635 -1.4381 -5.6771
C -0.1416 -1.9328 -4.3088
C 0.9107 -1.5980 -3.5396
S 2.1049 -0.3330 -3.8577
C 1.6207 0.6611 -2.4142
C 0.7891 1.7764 -2.6285
C 0.4278 2.5919 -1.5916
C 0.9692 2.2796 -0.2932
C 0.6946 3.1036 0.7947
C 1.1339 2.8066 2.0774
C 1.9905 1.7779 2.2534
C 2.4179 1.0048 1.1706
C 1.7464 1.1680 -0.1039
C 2.0811 0.3246 -1.1721
N 0.6535 -2.0748 -2.2692
C -0.5644 -2.7696 -2.1355
S -1.2626 -3.5028 -0.7209
C -1.1925 -2.1367 0.4314
C -1.2760 -0.8824 -0.0417
C -1.4961 0.2629 0.7427
C -1.3774 0.2275 2.1336
C -1.3704 1.4525 2.7909
C -1.1587 1.2923 4.1604
C -0.7445 -0.0150 4.7372
C -0.9153 -1.1674 4.0851
C -1.1814 -1.0397 2.6890
C -1.0942 -2.2456 1.8475
C -1.0372 -2.7362 -3.4812
C -2.1172 -3.5729 -3.9061
N -2.9630 -4.2757 -4.1995
H 0.2351 1.8327 -3.6132
H -0.0454 3.5559 -1.7224
H 0.0606 3.9865 0.6524
H 0.8374 3.3894 2.9654
H 2.4990 1.4751 3.1856
H 3.2707 0.4236 1.3395
H 2.6900 -0.6459 -1.0697
H 1.3057 -1.7789 -1.4912
H -1.3834 -0.5916 -1.1057
H -1.7491 1.2056 0.2450
H -1.6098 2.4657 2.4031
H -1.1476 2.1798 4.6755
H -0.4027 -0.1595 5.7999
H -0.5675 -2.0851 4.4830
H -0.8875 -3.1795 2.4123
```

Output
orbital gap = 7.82 eV
SMILES = N#Cc1c(Sc2ccc3ccccc3c2)[nH]c(Sc2ccc3ccccc3c2)c1C#N


(3)
Computed, not measured: a molecular structure, C26H16BaBrCl5N3O3 in a non-equilibrium geometry, with ωB97M-V with the def2-TZVPD basis set.

```
55
C26H16BaBrCl5N3O3 (ωB97M-V with the def2-TZVPD basis set)
Ba 1.0271 1.3389 -0.6294
C 1.4782 0.8930 3.1946
O 0.6356 0.1778 2.3193
C -0.1146 -0.8325 2.8338
C -0.2867 -1.0705 4.1954
C -1.1028 -2.1268 4.5856
Br -1.3924 -2.3873 6.4518
C -1.6984 -2.9759 3.6925
C -1.5330 -2.7581 2.3126
C -0.7693 -1.6483 1.9024
O -0.6480 -1.3128 0.5640
C -2.1612 -3.6775 1.4022
N -3.0449 -4.5828 1.7750
C -3.4271 -5.2342 0.6425
C -4.3486 -6.2626 0.4601
C -4.5692 -6.7098 -0.8269
C -3.8914 -6.1695 -1.9196
C -2.9560 -5.1599 -1.7612
C -2.7345 -4.7034 -0.4746
N -1.9402 -3.7102 0.0330
H 2.1064 0.2175 3.7803
H 0.8956 1.5357 3.8660
H 2.1161 1.5018 2.5549
H 0.1583 -0.4336 4.9402
H -2.3066 -3.8045 4.0104
H -1.5266 -1.3212 0.1638
H -4.8660 -6.6828 1.3072
H -5.2897 -7.4972 -0.9956
H -4.1038 -6.5459 -2.9092
H -2.4286 -4.7473 -2.6081
H -1.1951 -3.2455 -0.4603
Cl -2.5025 5.6125 -6.2330
C -1.6551 4.7556 -5.0007
C -0.8039 3.7014 -5.3271
Cl -0.5897 3.2669 -6.9734
C -0.1396 3.0101 -4.3340
Cl 0.9009 1.6964 -4.7075
C -0.2763 3.3285 -2.9576
O 0.3135 2.6766 -2.0552
C -1.1451 4.4137 -2.6749
Cl -1.3317 4.8256 -1.0176
C -1.8170 5.1060 -3.6628
Cl -2.8623 6.4027 -3.2457
N 3.4426 1.3142 0.1609
C 4.2173 2.3494 0.2268
C 5.6405 2.1480 0.2541
C 6.5170 3.2004 0.2994
C 6.0742 4.5182 0.3641
C 4.7025 4.7509 0.4121
C 3.8087 3.7149 0.3316
H 5.9965 1.1278 0.2206
H 7.5825 3.0007 0.2838
H 6.7755 5.3411 0.3696
H 4.3348 5.7665 0.5115
H 2.7327 3.9067 0.3523
```

Output
orbital gap = 2.96 eV
total charge = -1


(4)
Computed, not measured: a molecular structure, C26H16Cl3F5GeN8OSTi, with ωB97M-V with the def2-TZVPD basis set.

```
62
C26H16Cl3F5GeN8OSTi (ωB97M-V with the def2-TZVPD basis set)
Ti 2.5217 0.0215 -0.3815
C -1.6707 -3.4877 -1.8373
N -0.4983 -2.8818 -1.2000
C -0.0145 -1.6610 -1.3180
N 1.0684 -1.5447 -0.5400
C 1.1830 -2.7856 0.0423
N 0.2527 -3.6078 -0.3426
C -2.9916 -2.8950 -1.3963
C -4.1421 -3.3570 -2.0308
C -5.3906 -2.9239 -1.6190
C -5.5077 -2.0073 -0.5833
C -4.3614 -1.5264 0.0326
C -3.1037 -1.9790 -0.3649
C -4.4710 -0.5358 1.1010
N -5.4247 -0.3486 1.9436
N -5.0538 0.7227 2.7293
C -3.9059 1.1138 2.3024
O -3.4620 0.3623 1.2596
C -3.0834 2.2330 2.7535
C -3.2854 2.8047 4.0054
C -2.4931 3.8688 4.4041
C -1.5025 4.3641 3.5663
C -1.3136 3.8047 2.3092
C -0.2896 4.3948 1.3667
N 0.2786 3.3646 0.4822
C 0.9889 2.3134 0.8166
N 1.2352 1.5933 -0.2963
C 0.6128 2.3122 -1.2983
N 0.0270 3.3768 -0.8489
C -2.1072 2.7412 1.9040
H -1.6167 -4.5394 -1.5615
H -1.5500 -3.4202 -2.9185
H -0.4484 -0.8972 -1.9428
H 1.9532 -3.0599 0.7416
H -4.0619 -4.0721 -2.8413
H -6.2783 -3.2970 -2.1106
H -6.4764 -1.6550 -0.2560
H -2.2330 -1.6184 0.1692
H -4.0569 2.4085 4.6517
H -2.6418 4.3142 5.3781
H -0.8875 5.1948 3.8914
H 0.5257 4.8672 1.9128
H -0.7249 5.1335 0.6957
H 1.3072 2.0731 1.8187
H 0.6222 2.0355 -2.3401
H -2.0004 2.3107 0.9153
F 8.1441 -2.6042 -2.6484
C 6.9754 -2.0074 -2.6466
C 6.6019 -1.1983 -3.7137
F 7.4235 -1.0332 -4.7267
C 5.3705 -0.5560 -3.7050
F 5.0302 0.2186 -4.7188
C 4.5035 -0.7138 -2.6319
S 2.9549 0.1123 -2.5644
C 4.9042 -1.5372 -1.5976
F 4.0328 -1.6818 -0.5357
C 6.1146 -2.1816 -1.5656
F 6.4589 -2.9330 -0.5334
Cl 2.4539 -0.6084 1.9453
Ge 4.8463 0.0834 2.5713
Cl 4.2273 1.7896 3.6802
Cl 4.4306 1.2224 0.2255
```

Output
orbital gap = 4.54 eV
total charge = +2


Short version: LUMO = 4.032 -0.520 1.244 -8.628 eV, in the order given.
Short version: HOMO = -3.035 -8.345 -1.713 -13.165 eV, in the order given.